1.
{
  "formula": "C36H38BF3FeO4",
  "method": "wB97M-V/def2-TZVPD",
  "s_squared": 6.093,
  "homo_energy_ev": [-5.14, -8.01],
  "multiplicity": 5,
  "fmax_ha_per_bohr": 0.0617,
  "e_above_lowest_kcal_mol": 5.3,
  "energy_ha": -3283.561734,
  "symbols": ["F", "H", "C", "H", "O", "H", "H", "O", "C", "C", "H", "H", "H", "C", "C", "O", "C", "C", "C", "C", "C", "H", "H", "C", "F", "C", "H", "H", "H", "C", "O", "C", "H", "C", "H", "H", "H", "C", "H", "H", "C", "C", "C", "C", "C", "C", "H", "H", "C", "C", "H", "H", "C", "H", "H", "H", "H", "C", "H", "H", "H", "H", "C", "H", "C", "Fe", "H", "B", "H", "H", "H", "C", "C", "H", "C", "C", "C", "H", "F", "H", "C", "C", "C"],
  "xyz": [[5.4819, 2.3143, 1.3238], [0.2110, -3.2866, 2.1380], [-4.0322, 2.2243, -0.5447], [-1.9378, -1.1055, 2.1073], [-3.3427, -5.4078, 0.4241], [4.8833, -4.6186, -0.9967], [-1.6300, -4.9665, 2.3051], [-1.6767, 1.6640, -0.7732], [4.8141, 2.8813, 0.2770], [5.5828, -2.5076, -0.5490], [-3.3794, 0.5565, -2.4526], [-5.0445, 1.7897, -0.5224], [1.7602, -3.6558, -2.0858], [2.6130, -0.4726, -1.2925], [-1.3498, 4.3185, 1.9597], [-1.5939, 4.5112, -0.2443], [0.7283, -1.7521, -0.0827], [-1.8886, 5.7268, 0.3024], [-1.6877, -4.4333, -1.0743], [-2.3726, -0.8609, 1.1254], [2.5223, 3.1961, -0.6728], [-1.9432, 6.4574, 2.3659], [-0.3674, -3.1669, -2.1485], [2.2412, -2.6845, -1.9842], [5.1841, 4.1922, 0.2127], [1.3338, 1.9144, 1.5018], [3.0469, -4.1813, 0.9883], [-1.1420, 3.9286, 2.9475], [3.3402, 1.7699, 2.3115], [-0.0417, -2.9656, -0.0014], [-1.6677, 1.3713, 1.5945], [4.0043, -2.1241, 1.1515], [-2.6370, 7.6587, 0.0518], [-2.9624, 1.1336, -0.4295], [-4.5373, -5.0038, -1.2970], [2.9818, 3.7181, -1.5119], [0.7395, -1.0244, 0.7298], [3.3089, 2.7266, 0.3782], [-3.9630, 2.9702, 0.2608], [-1.4935, 7.1780, -1.2074], [-1.7607, 5.6548, 1.6613], [1.7347, -1.6240, -1.0831], [4.7420, -3.6906, -0.4448], [-2.3088, 6.8147, -0.5673], [2.7270, 2.1058, 1.4797], [-0.6419, -3.5331, -1.1614], [-1.5919, -1.0768, 0.3728], [-4.8243, 0.1907, 1.6963], [-0.3483, -3.5901, 1.2496], [0.5303, 2.3694, 0.4576], [-2.2121, -4.7605, -1.9757], [-3.1437, 6.5177, -1.2142], [3.3425, -2.1553, -2.7531], [-5.0026, -6.3336, -0.1821], [-3.2271, -1.5409, 0.9496], [-4.2849, 1.8598, 2.0680], [2.4117, 0.4851, -0.8269], [-1.2632, 3.6420, 0.7695], [-3.9150, 2.7512, -1.5001], [3.5209, -1.6873, 2.0239], [5.6160, -0.6010, 0.6691], [6.4634, -2.4051, -1.1762], [3.7630, -3.4531, 0.6088], [-3.7062, 0.4955, 3.0412], [-1.3419, -4.5294, 1.3517], [3.6752, -2.0752, -0.8058], [-2.4677, -0.6663, -1.5637], [-1.1110, 2.0679, 0.4737], [-3.6339, -6.5505, -1.3369], [4.2850, -0.0854, -2.7427], [0.5455, 3.3644, -1.4679], [-3.9699, 0.8101, 2.0221], [1.1426, 2.9890, -0.6382], [0.8902, 1.4242, 2.3719], [3.5712, -0.7856, -2.3150], [-3.2760, 0.0727, -1.4761], [-2.1259, -4.8426, 0.2082], [3.8610, -2.6708, -3.5605], [5.2955, 2.2764, -0.8629], [-4.2210, -0.4388, -1.2424], [-4.1710, -5.8441, -0.6901], [5.1243, -1.5417, 0.4327], [-2.7796, 0.6069, 1.0935]],
  "atomic_forces_ev_per_a": [[-0.5, 0.5, -0.8], [-0.2, 0.0, -0.2], [-0.1, 0.3, 0.2], [-0.2, 0.1, -0.2], [-0.2, -0.7, -0.4], [-0.3, 0.4, 0.0], [0.1, 0.1, -0.1], [0.0, -0.2, 0.8], [0.4, -0.2, -0.2], [0.1, -1.4, 1.0], [0.0, 0.0, 0.1], [0.3, 0.1, 0.1], [0.5, 0.2, 0.1], [-2.2, 0.8, -2.0], [0.2, 1.4, 0.7], [0.6, 0.3, -0.1], [1.0, -0.5, -0.2], [0.3, -1.0, 0.6], [-0.4, -0.4, 0.9], [0.3, -0.5, -0.2], [-0.3, -0.2, 0.0], [0.0, -0.2, -0.2], [-0.1, 0.1, 0.2], [-0.7, 0.8, -1.3], [-0.1, -0.9, 0.0], [0.6, 0.3, 0.7], [0.0, 0.4, -0.3], [0.0, -0.1, -0.2], [-0.1, 0.0, -0.2], [-0.8, -0.8, 0.2], [0.1, -0.5, -0.5], [1.8, -0.7, 0.7], [0.0, -0.2, -0.2], [-0.2, -0.3, 0.2], [0.2, -0.1, 0.3], [-0.1, -0.2, 0.2], [-0.1, -0.3, -0.1], [0.3, 0.0, 0.1], [0.0, -0.2, -0.2], [-0.1, -0.2, 0.1], [0.2, -0.7, 0.4], [0.6, 0.9, -1.1], [1.9, -0.7, 2.4], [-0.3, 0.9, -0.5], [-0.6, -0.2, -0.2], [0.3, 0.5, 0.4], [-0.5, 0.2, 0.4], [0.3, 0.3, 0.1], [0.4, 0.7, -0.7], [0.3, -0.6, -0.3], [0.2, 0.2, 0.3], [0.2, 0.0, 0.1], [-1.7, 0.6, -1.0], [0.0, 0.0, -0.3], [0.3, 0.3, 0.0], [0.1, -0.3, 0.0], [0.4, -0.2, 0.0], [-1.1, 0.7, -0.6], [0.0, -0.2, 0.2], [-0.1, -0.1, -0.5], [-0.3, -0.1, -0.3], [-0.4, 0.1, 0.0], [1.6, -0.4, 0.2], [0.0, 0.0, -0.3], [-1.0, -0.4, -0.6], [-0.4, 0.6, 0.2], [-0.3, 0.2, 0.1], [-0.2, 0.4, -0.1], [-0.1, 0.1, 0.2], [0.0, -0.3, 0.3], [0.0, -0.1, 0.2], [-0.3, 0.1, -0.1], [0.4, 0.6, -0.1], [0.0, 0.2, -0.3], [-1.2, 0.3, -0.3], [0.0, -0.4, 0.1], [0.3, 0.6, -0.6], [0.0, 0.2, 0.4], [-0.4, 0.6, 1.0], [0.2, 0.0, -0.1], [0.7, 0.3, 0.7], [0.4, -1.0, 1.4], [0.2, -0.3, -0.5]],
  "mulliken_charge": [-0.29, 0.49, -2.03, 0.57, -0.42, 0.49, 0.38, -0.80, 0.67, -0.93, 0.48, 0.43, 0.69, 1.07, -0.94, -0.37, -1.23, 0.57, -0.62, -1.56, -1.12, 0.45, 0.57, -0.55, -0.27, -0.37, 0.50, 0.62, 0.52, 0.38, -0.62, -0.73, 0.37, 1.90, 0.31, 0.42, 0.55, 0.30, 0.24, 0.29, -0.95, 1.56, -0.72, -1.27, -0.57, -0.75, -0.62, 0.37, -0.39, 0.88, 0.37, 0.29, -1.38, 0.24, 0.40, 0.34, 0.06, 0.62, 0.44, 0.51, 0.59, 0.48, -0.32, 0.42, -0.77, -0.25, 0.18, 1.40, 0.33, 0.59, 0.49, -1.97, -0.91, 0.39, -0.93, -1.72, 0.91, 0.46, -0.23, 0.34, -0.80, -0.55, 2.04]
}

2.
{
  "formula": "C36H38ClGaN7OP2",
  "method": "wB97M-V/def2-TZVPD",
  "charge": 1,
  "homo_energy_ev": -10.64,
  "fmax_ha_per_bohr": 0.0127,
  "e_above_lowest_kcal_mol": 15.6,
  "energy_ha": -4920.708121,
  "symbols": ["H", "C", "H", "N", "N", "N", "H", "C", "H", "C", "C", "H", "C", "Cl", "H", "C", "H", "C", "H", "C", "C", "N", "C", "C", "Ga", "C", "P", "H", "H", "H", "H", "N", "H", "C", "N", "H", "C", "C", "H", "H", "H", "H", "H", "H", "N", "C", "C", "H", "H", "C", "H", "H", "C", "C", "H", "C", "H", "C", "C", "H", "H", "H", "H", "C", "C", "H", "C", "H", "C", "C", "P", "C", "H", "C", "C", "C", "C", "C", "H", "H", "H", "H", "H", "O", "C", "C"],
  "xyz": [[-2.1066, 1.7380, -3.1636], [-3.9274, -3.1194, 0.9331], [-3.6349, 3.2851, -2.0190], [-3.8694, -1.8169, 1.0823], [2.9568, 0.0122, 2.4460], [-4.0002, -4.2668, 0.8328], [-2.1137, -2.4382, 4.2765], [-0.7876, 0.0541, -2.8447], [0.0742, -3.1497, -0.4518], [-0.9280, -0.3392, -4.1910], [0.1273, -0.9851, 5.2694], [4.0130, -4.4301, 1.4333], [2.1168, -2.0345, 1.5252], [-0.2457, -1.7187, -6.4036], [1.6439, -2.4997, -4.4350], [4.1657, -0.2810, 1.9099], [1.8764, 2.5499, 1.4020], [3.2749, -5.1141, 1.8453], [7.3636, 0.8102, 1.8118], [2.1341, -4.9853, -0.3978], [-1.2861, -2.2064, 3.6022], [0.0324, 2.6993, 0.5289], [5.4791, -1.5723, 0.3136], [-3.0466, -0.9196, 0.9263], [-0.6077, 0.6841, 0.4144], [-0.0749, -1.2527, -4.7479], [0.3231, 0.0150, 2.6707], [5.5344, -2.3771, -0.4078], [1.8626, 1.6934, 3.4584], [0.1599, 6.4817, 1.2599], [2.0719, 5.0030, 1.8303], [-2.3331, 0.0240, 0.8282], [2.7448, -5.8490, -0.6737], [1.0408, -6.1692, 1.5234], [3.2313, -2.2189, 0.8677], [5.2093, 1.3080, 2.9263], [4.2670, -1.3582, 1.0028], [0.1364, 5.4257, 1.0208], [-1.7162, 0.0987, -4.7907], [3.6533, -6.1326, 1.7333], [0.5920, 1.4117, 4.6428], [-0.5415, -2.9894, 3.7019], [-2.4241, -0.2128, 5.1520], [0.9588, -6.2391, 2.6094], [-1.4996, 1.6442, -1.2052], [-2.9023, 3.7140, -1.3473], [0.2410, -0.5172, -2.0512], [0.2380, 2.3927, 3.2233], [7.5045, -0.9652, 0.1030], [1.0887, 3.2329, 1.1076], [1.1778, -1.1845, 5.0466], [1.9116, -1.8495, -2.0665], [-0.9462, 3.5198, 0.0447], [-0.3215, -3.2427, 0.5552], [-3.7972, 5.6722, -1.3856], [6.5624, -0.7916, 0.6057], [1.4786, -7.0986, 1.1537], [5.2978, 0.5064, 2.2045], [-1.8811, 2.9461, -0.8569], [3.1699, -4.9123, 2.9148], [0.0662, -0.1081, 5.9119], [2.6541, -4.0854, -0.7219], [-1.0141, -4.0837, 0.6090], [1.1140, -1.4272, -2.6649], [-0.9703, 4.8986, 0.3192], [1.1840, -5.0703, -0.9277], [1.9453, -0.7940, 2.2578], [0.0341, -6.0862, 1.1086], [0.7960, 1.5340, 3.5846], [6.4795, 0.2339, 1.5739], [1.0116, -3.4982, 1.8016], [-1.9137, 0.1093, 4.2428], [-2.6281, 0.0673, 3.4229], [1.1861, 4.6098, 1.3531], [-0.7282, -0.8387, 3.9975], [-2.9902, 5.0745, -0.9848], [-2.0433, 5.6647, -0.1928], [-1.5519, 1.1835, -2.4048], [-1.6095, 1.1473, 4.3843], [-0.8786, -2.3391, 0.7965], [-0.2508, -1.8299, 5.8459], [-1.6753, -2.2272, 2.5846], [-2.0971, 6.7219, 0.0316], [0.4504, -0.2334, -0.7760], [1.9306, -4.9852, 1.1176], [0.9613, -1.7944, -3.9806]],
  "atomic_forces_ev_per_a": [[0.0, 0.0, 0.0], [0.3, -0.1, 0.0], [0.0, 0.0, 0.0], [-0.6, 0.1, 0.2], [-0.3, 0.1, 0.1], [0.0, 0.0, 0.0], [0.0, 0.0, 0.0], [0.1, -0.2, 0.0], [0.0, 0.0, -0.1], [0.0, 0.0, 0.0], [0.0, 0.0, 0.0], [0.0, 0.0, 0.0], [0.0, -0.1, 0.0], [0.0, 0.0, 0.0], [0.0, 0.0, 0.0], [0.1, -0.2, -0.3], [0.0, 0.0, 0.0], [0.0, 0.0, 0.0], [0.0, 0.0, 0.0], [0.0, 0.0, 0.1], [-0.2, 0.0, 0.1], [0.0, -0.2, 0.1], [0.0, 0.0, 0.0], [0.4, 0.0, -0.2], [0.2, 0.2, -0.3], [0.0, 0.0, 0.0], [0.0, 0.1, 0.2], [0.0, 0.0, 0.0], [0.0, 0.1, 0.0], [0.0, 0.0, 0.0], [0.0, 0.0, 0.0], [-0.4, -0.2, 0.2], [0.0, 0.0, 0.0], [0.0, 0.1, 0.0], [-0.1, -0.2, -0.1], [0.0, 0.0, 0.0], [0.0, 0.3, 0.3], [0.0, 0.0, 0.0], [0.0, 0.0, 0.0], [0.0, 0.0, 0.0], [0.0, -0.1, 0.0], [-0.1, 0.1, 0.0], [0.0, 0.0, 0.0], [0.0, 0.0, 0.0], [-0.1, -0.1, 0.0], [0.0, -0.2, 0.0], [-0.2, 0.0, -0.1], [-0.1, 0.0, 0.1], [0.0, 0.0, 0.0], [-0.1, -0.1, -0.1], [0.0, -0.1, 0.0], [0.0, 0.0, 0.0], [0.0, 0.2, -0.1], [0.2, 0.0, 0.0], [0.0, 0.0, 0.0], [0.0, 0.0, 0.0], [0.0, 0.0, 0.0], [0.0, 0.0, 0.0], [0.0, 0.2, 0.0], [0.0, 0.0, 0.0], [0.1, 0.0, 0.0], [0.0, 0.0, 0.0], [0.0, 0.0, 0.0], [0.0, -0.1, 0.0], [0.0, -0.2, 0.0], [0.0, 0.0, 0.0], [0.3, 0.2, 0.0], [0.0, -0.1, 0.0], [0.1, -0.1, 0.0], [0.0, 0.1, 0.0], [0.3, -0.2, -0.3], [0.0, 0.0, 0.0], [0.0, 0.0, 0.0], [0.0, 0.1, 0.0], [0.0, 0.0, -0.3], [0.1, 0.1, 0.0], [-0.1, 0.0, 0.0], [0.1, 0.1, 0.1], [0.0, 0.0, 0.1], [0.0, 0.0, -0.1], [0.0, 0.0, 0.0], [0.0, 0.0, 0.2], [0.0, 0.0, 0.0], [0.3, -0.2, 0.3], [0.0, 0.2, 0.0], [-0.1, 0.1, 0.0]],
  "mulliken_charge": [0.42, 0.57, 0.54, -0.70, -0.30, -0.53, 0.73, 0.08, 0.15, -1.11, -1.80, 0.28, 0.31, -0.21, 0.46, 0.31, 0.84, -1.79, 0.42, -1.68, -1.71, 0.21, -0.81, 1.04, -0.43, 0.01, 0.82, 0.49, 0.47, 0.46, 0.48, -0.03, 0.56, -1.84, 0.37, 0.48, 0.20, -0.60, 0.46, 0.53, 0.49, 0.46, 0.58, 0.41, 0.14, -0.68, 0.27, 0.45, 0.42, -0.20, 0.27, 0.45, 0.82, 0.23, 0.42, -0.56, 0.52, -0.67, -0.28, 0.35, 0.45, 0.13, 0.59, -0.31, 0.80, 0.34, -0.49, 0.35, -1.75, -0.54, -0.37, -1.75, 0.26, -1.11, 2.12, -0.77, -0.89, 0.52, 0.33, -0.97, 0.53, -0.22, 0.43, -0.04, 1.97, -0.65]
}